1.
A 8-piece molecular cluster, C50H116F2N8O8S2 overall. Source: OMol25; level of theory: ωB97M-V/def2-TZVPD.

Results
- E_LUMO (hartree) = -0.45799
- HOMO-LUMO gap (eV) = 8.11
- charge = +6
- E_tot (eV) = -109071.9936

Each line ends with the Löwdin charge.
Element x y z (Å)
C -1.3038 -4.4538 4.6892  -0.051
C -0.6970 -3.0417 4.5600  -0.157
N -1.0280 -2.1225 5.7447  -0.234
C -2.5498 -1.9426 5.7204  0.036
C -0.5460 -2.6069 7.1408  -0.087
C 1.0259 -2.6294 7.2349  -0.019
C -0.3639 -0.7757 5.4034  -0.102
C -0.4761 0.3236 6.4821  -0.199
O -1.8545 0.5609 6.7024  -0.207
C -2.1696 1.9954 6.7159  -0.033
H -1.1271 -5.0155 5.6054  0.096
H -0.9925 -5.1629 3.9193  0.055
H -2.3706 -4.4347 4.4597  0.080
H -1.0603 -2.5347 3.6692  0.129
H 0.3749 -3.1883 4.6812  0.098
H -2.7339 -1.6120 6.7423  0.104
H -3.0956 -2.8828 5.7938  0.107
H -2.8092 -1.2538 4.9232  0.099
H -1.1492 -3.5003 7.3020  0.129
H -0.9712 -1.9372 7.8886  0.131
H 1.5672 -3.1851 6.4706  0.076
H 1.1951 -3.0296 8.2342  0.102
H 1.4425 -1.6240 7.1996  0.064
H -0.6959 -0.4022 4.4369  0.104
H 0.7114 -0.9218 5.3020  0.097
H 0.0465 1.1821 6.0535  0.108
H 0.0922 0.1594 7.3998  0.133
H -1.9492 2.4014 5.7298  0.082
H -1.7134 2.5373 7.5457  0.101
H -3.2150 2.0610 7.0172  0.093
C 0.8889 -5.2766 1.3090  0.024
C 0.7324 -6.7530 0.9380  -0.332
O 1.4166 -7.6329 1.4335  0.184
N -0.5489 -7.1371 0.2207  0.103
H -1.1111 -6.3049 0.0668  0.166
H -0.4282 -7.5062 -0.7205  0.190
C -1.3698 -8.1154 1.0860  0.061
H 0.2015 -4.9178 2.0776  0.075
H 0.7012 -4.6607 0.4291  0.067
H 1.8537 -5.1084 1.7842  0.106
H -1.8252 -7.5054 1.8637  0.105
H -0.8063 -8.9523 1.4918  0.117
H -2.1623 -8.5201 0.4577  0.116
C 3.5779 3.2538 4.4197  0.044
C 3.1844 1.8129 4.2165  -0.388
O 2.1811 1.3660 4.7316  0.152
N 4.1648 0.9320 3.5362  0.084
H 3.6792 0.5330 2.7078  0.079
H 4.8526 1.5003 3.0485  0.170
C 4.6841 -0.2026 4.4356  0.078
H 3.4394 3.7244 3.4425  0.104
H 4.5756 3.4760 4.8037  0.114
H 2.9697 3.7873 5.1487  0.114
H 5.2148 0.1200 5.3301  0.124
H 5.2659 -0.8350 3.7691  0.097
H 3.8193 -0.7299 4.8360  0.099
C 3.7690 1.2134 -1.8271  0.041
C 5.1188 0.6549 -1.3739  -0.358
O 6.0594 0.5735 -2.1246  0.175
N 5.2055 0.1093 0.0428  0.079
H 5.5824 0.8330 0.6506  0.170
H 4.2536 0.0531 0.4567  0.054
C 5.9355 -1.2596 0.1726  0.078
H 3.7548 2.2596 -1.5184  0.112
H 2.9362 0.6759 -1.3719  0.056
H 3.7369 1.0660 -2.9043  0.096
H 5.9977 -1.2836 1.2578  0.091
H 6.8654 -1.3042 -0.3887  0.117
H 5.2211 -1.9772 -0.2244  0.074
C 2.7210 -3.9353 -1.7192  -0.098
C 3.6773 -3.0008 -2.4880  -0.259
C 3.9459 -3.3945 -3.9713  -0.145
C 4.9434 -2.3161 -4.5147  -0.107
N 5.1823 -2.4759 -6.0111  -0.168
C 5.6994 -3.9024 -6.3261  -0.096
C 7.0945 -3.9437 -5.7995  -0.145
C 7.6415 -2.5763 -6.1674  -0.133
C 6.4570 -1.5858 -6.2839  -0.054
C 3.9054 -2.3114 -6.8938  -0.094
C 3.4011 -0.9114 -6.7210  -0.244
C 2.6371 -0.4226 -7.9609  -0.071
H 1.6743 -3.6948 -1.9152  0.073
H 2.9413 -4.0039 -0.6563  0.053
H 2.7752 -4.9218 -2.1856  0.081
H 4.6818 -3.1249 -2.0743  0.096
H 3.3909 -1.9594 -2.3224  0.091
H 2.9907 -3.4412 -4.4945  0.115
H 4.3160 -4.4090 -3.8272  0.122
H 5.8743 -2.2670 -3.9519  0.133
H 4.5222 -1.3193 -4.3781  0.110
H 5.6991 -4.0903 -7.4009  0.149
H 4.9335 -4.6049 -5.9991  0.130
H 7.7415 -4.7596 -6.1169  0.144
H 7.1681 -3.9769 -4.7103  0.113
H 8.1945 -2.5823 -7.1064  0.132
H 8.3628 -2.2133 -5.4357  0.125
H 6.4048 -1.1683 -7.2908  0.136
H 6.5269 -0.6545 -5.7222  0.127
H 3.1278 -3.0300 -6.6378  0.133
H 4.1931 -2.5729 -7.9116  0.144
H 4.1642 -0.1819 -6.4462  0.113
H 2.7080 -0.9021 -5.8758  0.079
H 2.1679 0.5328 -7.7248  0.070
H 1.9198 -1.1454 -8.3510  0.088
H 3.2694 -0.2227 -8.8272  0.092
C -2.0079 5.6028 -1.0871  -0.086
C -1.3251 4.2711 -0.9887  -0.250
C -1.6838 3.2410 -2.0687  -0.151
C -1.2109 3.6972 -3.5004  -0.103
N -1.7653 2.9123 -4.6522  -0.206
C -1.2765 3.5593 -5.9628  -0.069
C -2.2600 3.1262 -7.0810  -0.128
C -3.5424 2.8098 -6.3513  -0.148
C -3.2841 3.0717 -4.8840  -0.090
C -1.5052 1.4021 -4.6233  -0.106
C -0.0546 1.0191 -4.5390  -0.235
C 0.1427 -0.4761 -4.4496  -0.088
H -1.5891 6.3941 -0.4644  0.096
H -3.0757 5.5132 -0.8914  0.059
H -1.8160 6.0600 -2.0605  0.079
H -1.6360 3.8105 -0.0493  0.087
H -0.2472 4.4113 -1.0849  0.117
H -2.7125 2.8797 -2.0485  0.108
H -1.0432 2.3645 -1.9467  0.088
H -0.1408 3.7015 -3.7081  0.137
H -1.5437 4.7118 -3.7215  0.120
H -0.2280 3.3670 -6.1823  0.131
H -1.4226 4.6360 -5.8770  0.142
H -1.8537 2.2830 -7.6409  0.120
H -2.4320 3.8940 -7.8333  0.134
H -4.0062 1.8475 -6.5626  0.130
H -4.2750 3.5344 -6.7085  0.134
H -3.8178 2.4022 -4.2085  0.126
H -3.5829 4.0540 -4.5169  0.143
H -1.9060 0.9520 -5.5330  0.144
H -2.1749 1.0551 -3.8364  0.136
H 0.3463 1.4541 -3.6199  0.099
H 0.5469 1.3791 -5.3753  0.114
H -0.1496 -0.9875 -5.3682  0.093
H -0.6093 -0.8201 -3.7351  0.082
H 1.1355 -0.7737 -4.1195  0.057
C -7.7904 2.4928 6.1846  -0.060
C -7.1457 3.3898 5.0944  -0.262
C -6.4717 2.7395 3.9367  -0.222
C -5.9144 3.7571 2.9508  -0.076
N -5.7127 3.1965 1.5236  -0.216
C -5.0075 4.2873 0.7062  -0.096
C -6.1434 5.3776 0.4959  -0.122
C -7.4639 4.6203 0.4468  -0.121
C -7.0319 3.1733 0.7915  -0.086
C -5.0015 1.8572 1.4398  -0.075
C -3.5472 1.9332 2.0425  -0.185
C -3.0539 0.4808 2.2530  -0.100
H -7.0565 1.6924 6.2950  0.068
H -8.7613 2.2125 5.7790  0.084
H -7.9498 2.9143 7.1748  0.086
H -6.3978 4.0784 5.4975  0.119
H -7.9555 4.0371 4.7490  0.119
H -7.1197 1.9703 3.5064  0.124
H -5.6239 2.1199 4.2469  0.111
H -4.9444 4.1335 3.2688  0.137
H -6.6707 4.5358 2.8626  0.133
H -4.7188 3.8473 -0.2507  0.114
H -4.0520 4.6982 1.0319  0.120
H -5.9961 5.7738 -0.5083  0.116
H -6.1290 6.1994 1.2088  0.126
H -7.8498 4.6522 -0.5704  0.125
H -8.2631 4.9599 1.1031  0.129
H -6.9396 2.6341 -0.1496  0.138
H -7.6709 2.6975 1.5346  0.135
H -5.0272 1.5517 0.3958  0.136
H -5.4740 1.1362 2.1041  0.119
H -3.3261 2.5792 2.8916  0.107
H -2.7441 2.2961 1.3941  0.085
H -3.8056 -0.2889 2.4366  0.079
H -2.3921 0.5201 3.1208  0.047
H -2.4240 0.0002 1.5024  0.069
N 2.8089 -0.1260 1.2942  -0.294
S 2.0909 -1.5018 1.6109  0.451
O 1.3436 -2.1344 0.5381  -0.254
O 1.6582 -1.7772 2.9506  -0.254
F 3.4788 -2.3117 1.6068  -0.191
S 1.2109 0.6131 1.1586  0.569
O 0.3302 0.5915 2.2999  -0.236
O 0.5902 0.5310 -0.1489  -0.253
F 1.8454 2.0634 1.2201  -0.168

Atoms 1-2, force components in eV/Å:
C -1.029 -0.038 -0.659
C 0.536 -1.564 2.026

=====

2.
C51H59AsHgNOS as an isolated structure. Source: OMol25; level of theory: ωB97M-V/def2-TZVPD.

Results
- E_LUMO (alpha / beta) (hartree) = 0.14518 / 0.14514
- HOMO-LUMO gap (alpha / beta) (eV) = 3.90 / 4.68
- charge = -2
- <S²> = 0.76
- E_tot (eV) = -133227.3640
- 2S+1 = 2

Each line ends with the natural charge from an NBO analysis.
Element x y z (Å)
Hg 0.0298 -0.9411 -0.9181  0.125
C -0.8999 3.7692 -1.2081  -0.642
C -0.1419 2.8779 -2.1655  -0.011
C 1.2539 2.7818 -2.0848  -0.052
C 2.0195 3.6633 -1.1257  -0.624
C 1.9397 1.8861 -2.9082  0.053
C 3.4451 1.7888 -2.8968  -0.657
C 1.2292 1.0096 -3.7347  -0.008
C 1.9719 -0.0676 -4.4804  -0.679
C -0.1611 1.1047 -3.8114  -0.014
C -0.9359 0.0852 -4.6131  -0.647
C -0.8359 2.1024 -3.0994  0.007
C -2.3103 2.3202 -3.3333  -0.654
H -0.5694 3.5956 -0.1826  0.223
H -1.9645 3.5510 -1.2092  0.234
H -0.7630 4.8351 -1.4225  0.191
H 2.4358 4.5414 -1.6334  0.199
H 2.8575 3.1389 -0.6692  0.201
H 1.3947 4.0277 -0.3142  0.219
H 3.7717 0.8221 -2.5083  0.229
H 3.9185 2.5681 -2.3036  0.205
H 3.8462 1.8631 -3.9112  0.200
H 2.8879 0.3155 -4.9355  0.190
H 1.3706 -0.5018 -5.2772  0.200
H 2.2340 -0.8832 -3.7899  0.297
H -0.5552 -0.9160 -4.4069  0.234
H -0.8619 0.2529 -5.6937  0.193
H -1.9890 0.0839 -4.3425  0.220
H -2.5970 3.3499 -3.1255  0.206
H -2.9270 1.6789 -2.7010  0.256
H -2.5680 2.1208 -4.3745  0.197
N -0.9695 0.8788 2.0398  -0.858
C -1.8266 1.4703 2.9146  0.188
C -1.3704 1.8324 4.1933  -0.298
C -2.2146 2.3814 5.1451  -0.222
C -3.5532 2.5768 4.8454  -0.305
C -4.0046 2.2438 3.5703  -0.203
C -3.1856 1.7252 2.5721  -0.002
C -3.7291 1.4739 1.1991  -0.170
C -4.7076 2.3592 0.7209  -0.237
C -5.3374 2.1145 -0.4905  -0.282
C -4.9536 0.9999 -1.2307  -0.278
C -3.9175 0.1928 -0.7738  -0.205
C -3.2636 0.3635 0.4576  -0.393
H -1.3176 0.5145 1.1458  0.453
H 0.0131 0.8597 2.2433  0.361
H -0.3282 1.6443 4.4388  0.184
H -1.8231 2.6324 6.1255  0.187
H -4.2392 2.9725 5.5850  0.187
H -5.0522 2.3866 3.3291  0.200
H -4.9755 3.2465 1.2898  0.180
H -6.1117 2.7843 -0.8521  0.179
H -5.4487 0.7821 -2.1753  0.179
H -3.6164 -0.6438 -1.4108  0.168
C 3.8377 -2.4199 4.5553  -0.231
C 3.5777 -1.1019 4.8998  -0.238
C 3.2538 -0.1719 3.9185  -0.188
C 3.1859 -0.5592 2.5858  -0.222
C 3.4388 -1.8851 2.2446  -0.266
C 3.7672 -2.8101 3.2245  -0.200
As 2.7253 0.6490 1.1054  0.961
C 4.5487 0.8065 0.4317  -0.275
C 5.1934 -0.1028 -0.3953  -0.211
C 6.4935 0.1622 -0.8039  -0.205
C 7.1354 1.3272 -0.3983  -0.224
C 6.4874 2.2391 0.4224  -0.202
C 5.1871 1.9787 0.8445  -0.100
C 4.3665 2.8485 1.7148  0.024
C 4.7500 4.0850 2.2230  -0.237
C 3.8652 4.8095 3.0098  -0.206
C 2.5957 4.3143 3.2808  -0.222
C 2.2009 3.0857 2.7653  -0.215
C 3.0908 2.3469 1.9980  -0.327
H 4.0837 -3.1445 5.3223  0.199
H 3.6231 -0.7901 5.9366  0.201
H 3.0558 0.8551 4.2004  0.206
H 3.3617 -2.2019 1.2095  0.239
H 3.9530 -3.8397 2.9432  0.209
H 4.6773 -0.9928 -0.7409  0.247
H 7.0013 -0.5359 -1.4583  0.206
H 8.1468 1.5294 -0.7302  0.199
H 6.9977 3.1445 0.7292  0.197
H 5.7299 4.4913 2.0021  0.200
H 4.1629 5.7748 3.4014  0.199
H 1.9028 4.8903 3.8818  0.212
H 1.1948 2.7261 2.9507  0.233
C 0.5192 -4.3561 -2.3225  -0.611
C 1.6759 -3.9141 -1.4163  -0.175
C 1.2601 -4.1804 0.0423  -0.610
C 2.8918 -4.8091 -1.7184  -0.613
C 2.0388 -2.4625 -1.7349  -0.787
H 0.2733 -5.4189 -2.1910  0.169
H -0.3749 -3.7655 -2.1044  0.210
H 0.7827 -4.1793 -3.3678  0.205
H 1.0545 -5.2466 0.2216  0.173
H 0.3608 -3.6127 0.2917  0.207
H 2.0458 -3.8670 0.7335  0.187
H 2.6517 -5.8747 -1.5923  0.172
H 3.7185 -4.5624 -1.0446  0.189
H 3.2344 -4.6446 -2.7424  0.204
H 2.7380 -2.1228 -0.9274  0.052
O -4.5811 -2.7054 1.1911  -1.025
S -3.1238 -2.5948 0.8474  1.307
C -2.5326 -4.3403 0.9608  -0.635
C -1.8676 -4.5656 2.3236  -0.412
C -2.3832 -3.4574 3.2390  -0.419
C -2.2785 -2.1992 2.3932  -0.617
H -1.8533 -4.5338 0.1288  0.226
H -3.4477 -4.9157 0.8221  0.225
H -0.7857 -4.4557 2.2109  0.206
H -2.0545 -5.5673 2.7198  0.194
H -1.8261 -3.3831 4.1756  0.201
H -3.4369 -3.6254 3.4784  0.210
H -1.2467 -1.9440 2.1353  0.235
H -2.7713 -1.3109 2.7817  0.265

Atoms 1-2, force components in eV/Å:
Hg 0.082 -0.101 -0.120
C -0.025 0.002 0.032

=====

3.
A 2-piece molecular cluster, C2H7PS3 overall. Source: OMol25; level of theory: ωB97M-V/def2-TZVPD.

Results
- E_LUMO (alpha / beta) (hartree) = -0.06422 / -0.06425
- HOMO-LUMO gap (alpha / beta) (eV) = 6.92 / 6.93
- energy above the lowest of the compared OMol25 structures with the same formula, charge and spin (kcal/mol) = 39.67
- charge = 0
- E_tot (eV) = -43980.9982

Each line ends with the natural charge from an NBO analysis.
Element x y z (Å)
C 1.7649 0.6554 -1.4132  -0.972
C -2.5475 -0.1197 0.7157  -0.776
P 1.0605 0.1925 0.2687  0.895
S 1.1955 1.5101 1.6580  -0.408
S 1.9417 -1.6304 0.6378  -0.258
S -1.5691 -0.4661 -0.7462  -0.113
H 2.7632 1.0829 -1.2821  0.248
H 1.7451 -0.2521 -2.1528  0.263
H 1.0354 1.4652 -1.8037  0.264
H -1.9099 0.1961 1.4450  0.227
H -2.8656 -1.1552 1.1971  0.216
H -3.3129 0.6528 0.6907  0.229
H 0.6986 -2.1316 0.7850  0.183

Atoms 1-2, force components in eV/Å:
C -1.996 -0.121 -0.939
C -1.414 -3.224 0.076

=====

Q: E_tot of number 2 (C51H59AsHgNOS)?
A: -133227.3640 eV

=====

Q: The highest E_tot belongs to which entry?
A: C2H7PS3

=====

Q: Look up the charge of the second one.
A: -2

=====

Q: What is the formula in the second record?
A: C51H59AsHgNOS